No. 1
Computed, not measured: an isolated molecule of C6H10ClN, with the ωB97M-V functional and the def2-TZVPD basis.

Last columns: bonded neighbours and bond lengths (Å).
Cartesian coordinates (Å):
1 C -3.6300 -0.3067 -0.0513  H7 1.050, H8 1.060, H9 1.089, N17 1.479
2 C -1.4075 0.5103 0.4526  C3 1.526, H11 1.101, H12 1.152, N17 1.448
3 C 0.0891 0.3924 0.1806  C2 1.526, C4 1.348, C5 1.443
4 C 0.5217 -0.8802 0.2785  C3 1.348, H13 1.083, Cl18 1.752
5 C 0.7785 1.5810 -0.2616  C3 1.443, C6 1.351, H14 1.124
6 C 2.0531 1.9009 0.0509  C5 1.351, H15 1.085, H16 1.053
7 H -3.7778 -0.4697 0.9751  C1 1.050
8 H -4.0417 0.6363 -0.3068  C1 1.060
9 H -4.2297 -1.0306 -0.6018  C1 1.089
10 H -2.0009 -0.0647 -1.3047  N17 0.997
11 H -1.6518 1.5686 0.2729  C2 1.101
12 H -1.6462 0.2649 1.5525  C2 1.152
13 H -0.1396 -1.7095 0.4991  C4 1.083
14 H 0.1905 2.3269 -0.8624  C5 1.124
15 H 2.7174 1.2772 0.6392  C6 1.085
16 H 2.4628 2.8137 -0.2768  C6 1.053
17 N -2.1900 -0.3803 -0.3785  C1 1.479, C2 1.448, H10 0.997
18 Cl 2.1775 -1.3022 -0.1080  C4 1.752

## Properties
Spin multiplicity: 1
LUMO level (eV): 0.737
Gap between HOMO and LUMO (eV): 9.33
Total charge: 0
HOMO (eV): -8.59


No. 2
Computed, not measured: a cluster of 2 separate species, C6H16 in total, with the ωB97M-V functional and the def2-TZVPD basis.

Last columns: bonded neighbours and bond lengths (Å).
Cartesian coordinates (Å):
1 C -0.4278 -2.1235 0.4257  C2 1.574, C3 1.531, H4 1.077, H5 1.208
2 C 0.8646 -1.9427 -0.4544  C1 1.574, H6 1.003, H7 1.138, H10 1.109
3 C -0.2083 -1.8963 1.9241  C1 1.531, H8 1.210, H9 1.113, H11 1.057
4 H -1.2119 -1.4896 0.0485  C1 1.077
5 H -0.7618 -3.2763 0.2901  C1 1.208
6 H 1.4128 -2.7797 -0.5290  C2 1.003
7 H 1.3364 -1.0078 -0.0081  C2 1.138
8 H 0.2907 -2.8065 2.5460  C3 1.210
9 H 0.4426 -1.0380 2.2057  C3 1.113
10 H 0.6360 -1.7132 -1.5147  C2 1.109
11 H -1.1701 -1.9069 2.3615  C3 1.057
12 C -0.3205 1.5001 -0.7650  C13 1.535, C14 1.542, H15 1.191, H16 1.053
13 C -1.0152 2.5280 0.1383  C12 1.535, H17 1.048, H19 1.124, H20 1.121
14 C 0.9262 1.9535 -1.5506  C12 1.542, H18 1.013, H21 1.112, H22 1.112
15 H 0.3111 0.8649 0.0205  C12 1.191
16 H -0.9979 0.8030 -1.1707  C12 1.053
17 H -0.9535 3.5246 -0.1799  C13 1.048
18 H 1.6722 1.7953 -0.8840  C14 1.013
19 H -0.6810 2.3645 1.1994  C13 1.124
20 H -2.1116 2.3020 0.1882  C13 1.121
21 H 1.1466 1.3254 -2.4418  C14 1.112
22 H 0.8203 3.0195 -1.8497  C14 1.112

## Properties
Spin multiplicity: 1
LUMO level (eV): 1.071
Gap between HOMO and LUMO (eV): 11.62
Total charge: 0
HOMO (eV): -10.55


No. 3
Computed, not measured: a cluster of 2 separate species, C12H27Br2N2O5S in total, with the ωB97M-V functional and the def2-TZVPD basis.

Last columns: bonded neighbours and bond lengths (Å).
Cartesian coordinates (Å):
1 C -5.4762 -3.6493 -0.6956  N2 1.481, H16 1.087, H17 1.090, H18 1.086
2 N -5.9216 -2.4195 -0.0004  C1 1.481, C3 1.473, H19 1.010
3 C -4.8204 -1.4678 0.2261  N2 1.473, C4 1.541, H20 1.087, H21 1.085
4 C -4.7760 -0.3996 -0.8838  C3 1.541, O5 1.440, C10 1.545, H22 1.086
5 O -5.4481 -0.8641 -2.0692  C4 1.440, S6 1.582
6 S -4.5206 -1.1225 -3.3241  O5 1.582, O7 1.422, O8 1.422, O9 1.615
7 O -4.3977 -2.5160 -3.5769  S6 1.422
8 O -4.8739 -0.2314 -4.3741  S6 1.422
9 O -3.1474 -0.6304 -2.6317  S6 1.615, C10 1.418
10 C -3.4336 0.1075 -1.4556  C4 1.545, O9 1.418, C11 1.514, H23 1.101
11 C -2.2083 0.3205 -0.5924  C10 1.514, Br12 1.953, C13 1.549, H24 1.085
12 Br -1.4143 -1.3357 0.0722  C11 1.953
13 C -1.1465 1.1163 -1.3914  C11 1.549, C14 1.521, Br15 1.969, H25 1.086
14 C -0.2163 0.3291 -2.3017  C13 1.521, H26 1.088, H27 1.085, H28 1.086
15 Br -0.0350 2.0549 -0.0644  C13 1.969
16 H -4.6465 -3.4256 -1.3608  C1 1.087
17 H -5.1478 -4.4038 0.0197  C1 1.090
18 H -6.2818 -4.0338 -1.3134  C1 1.086
19 H -6.2055 -2.7120 0.9242  N2 1.010
20 H -5.0548 -0.9495 1.1528  C3 1.087
21 H -3.8758 -1.9950 0.3071  C3 1.085
22 H -5.3157 0.4844 -0.5563  C4 1.086
23 H -3.6704 1.1294 -1.7902  C10 1.101
24 H -2.4843 0.9294 0.2622  C11 1.085
25 H -1.6623 1.8741 -1.9734  C13 1.086
26 H 0.1980 1.0030 -3.0486  C14 1.088
27 H -0.7364 -0.4835 -2.7990  C14 1.085
28 H 0.6195 -0.0864 -1.7461  C14 1.086
29 C 5.4532 0.1227 0.7991  N30 1.501, H36 1.088, H37 1.082, H38 1.085
30 N 5.1272 1.3159 1.6494  C29 1.501, C31 1.496, C32 1.490, C33 1.513
31 C 6.0330 2.4345 1.2430  N30 1.496, H39 1.086, H40 1.087, H41 1.087
32 C 5.3748 0.9867 3.0818  N30 1.490, H42 1.085, H43 1.087, H44 1.087
33 C 3.7070 1.7944 1.4409  N30 1.513, C34 1.506, H45 1.090, H46 1.090
34 C 2.6037 0.8573 1.8579  C33 1.506, O35 1.417, H47 1.095, H48 1.095
35 O 2.6700 -0.3347 1.0946  C34 1.417, H49 0.963
36 H 6.5345 0.0017 0.7986  C29 1.088
37 H 4.9841 -0.7572 1.2190  C29 1.082
38 H 5.0933 0.3025 -0.2088  C29 1.085
39 H 7.0617 2.1215 1.3971  C31 1.086
40 H 5.8123 3.3061 1.8538  C31 1.087
41 H 5.8610 2.6565 0.1933  C31 1.087
42 H 4.7644 0.1341 3.3616  C32 1.085
43 H 5.1226 1.8517 3.6907  C32 1.087
44 H 6.4262 0.7385 3.2002  C32 1.087
45 H 3.6230 2.0224 0.3782  C33 1.090
46 H 3.6151 2.7192 2.0095  C33 1.090
47 H 1.6590 1.3677 1.6438  C34 1.095
48 H 2.6373 0.6391 2.9307  C34 1.095
49 H 1.9364 -0.9033 1.3501  O35 0.963

## Properties
Spin multiplicity: 1
LUMO level (eV): -2.603
Gap between HOMO and LUMO (eV): 8.24
Total charge: +1
HOMO (eV): -10.84